The following is a quantum chemistry calculation of C12H27AlN5OS as an isolated structure in a non-equilibrium geometry, from OMol25.

ORCA input file:
```
! RIJCOSX wB97M-V def2-TZVPD def2/J DEFGRID3
* xyz 3 1
S -1.246 -0.674 1.151
Al 0.440 0.361 -0.015
O 0.127 1.804 0.977
N 2.305 -0.098 0.615
N 1.321 1.471 -1.461
N -3.113 -2.503 1.584
N 0.798 -1.169 -1.380
N -3.171 -1.809 -0.478
C 0.726 -0.552 -2.730
C -4.333 -2.722 -0.414
C -1.549 3.425 1.325
C 2.106 -1.835 -1.098
C 1.558 0.727 -2.737
C 2.494 -1.556 0.349
C -4.287 -3.215 1.048
C 0.232 2.878 3.075
C -0.372 2.665 1.755
C -2.558 -1.719 0.688
C 3.292 0.781 -0.097
C 2.576 1.941 -0.790
H -1.677 3.418 0.245
H 3.848 0.185 -0.819
H 2.622 0.515 -2.836
H 2.055 -2.908 -1.272
H 2.296 2.689 -0.050
H -0.425 3.419 3.753
H 1.832 -2.096 1.027
H -4.223 -3.528 -1.137
H -5.179 -2.940 1.608
H 3.242 2.421 -1.507
H -2.990 -1.236 -1.282
H 1.060 -1.236 -3.511
H 1.138 3.489 2.956
H 1.272 1.329 -3.597
H 0.562 1.935 3.514
H 2.434 0.034 1.616
H 0.809 2.320 -1.694
H 3.519 -1.875 0.541
H 0.083 -1.891 -1.339
H -0.320 -0.304 -2.928
H -2.802 -2.598 2.539
H 4.022 1.185 0.602
H -4.148 -4.291 1.127
H -2.428 2.934 1.769
H 2.859 -1.437 -1.775
H -1.557 4.441 1.721
H -5.250 -2.180 -0.639
*
```

Computed properties:
Orbital gap = 9.24 eV
E = -39791.231 eV
Strongest force on any atom = 1.50 eV/Å


The following is a quantum chemistry calculation of C35H32AsHfN3OSe3Te as an isolated structure in a non-equilibrium geometry, from OMol25.

ORCA input file:
```
! RIJCOSX wB97M-V def2-TZVPD def2/J DEFGRID3
* xyz 2 1
Hf 0.695 1.451 -0.705
Te 0.179 4.480 -1.083
Se 0.266 5.715 -3.080
Se -1.439 2.425 -1.521
Se 2.425 3.258 -0.804
As -1.590 -0.791 0.362
O -0.198 0.179 0.458
N 2.407 0.005 -0.592
N 2.993 -0.561 -2.786
N 1.401 1.187 -3.079
C -0.567 -2.705 -3.174
C 0.924 1.407 3.536
C -5.776 1.060 1.432
C -1.916 -4.466 2.308
C -1.651 -1.441 -1.445
C -1.291 -2.284 1.535
C 2.110 2.137 3.527
C 3.779 -2.217 0.346
C 2.549 -0.232 0.733
C -3.269 0.053 0.817
C 3.350 1.634 4.207
C 2.470 0.502 -3.516
C 3.202 -1.315 1.246
C -1.703 -2.576 -3.963
C -0.942 -4.388 3.295
C 0.936 2.144 -3.916
C 2.120 3.374 2.886
C 1.497 2.470 -5.125
C 3.088 0.760 -4.741
C -2.089 -3.419 1.418
C 2.613 1.762 -5.554
C -4.389 -0.774 0.736
C -3.405 1.376 1.211
C -4.661 1.881 1.509
C 3.012 -0.826 -1.447
C -0.207 1.863 2.873
C -0.175 3.078 2.192
C -0.132 -3.266 3.392
C -2.786 -1.301 -2.235
C -2.809 -1.881 -3.495
C 0.983 3.852 2.254
C 3.706 -1.963 -1.001
C -0.312 -2.206 2.517
C -0.541 -2.146 -1.907
C -5.638 -0.267 1.049
H 4.299 -3.093 0.710
H -0.811 -5.207 3.989
H -6.506 -0.909 0.989
H 3.013 3.986 2.900
H 4.160 1.505 3.486
H 3.696 2.361 4.942
H -3.700 -1.802 -4.103
H -3.648 -0.759 -1.866
H 0.992 4.864 1.870
H -1.124 1.290 2.943
H 3.662 -1.102 -3.311
H 3.175 0.688 4.718
H -1.732 -3.034 -4.943
H 0.316 -2.298 -1.255
H -4.763 2.918 1.799
H 3.268 -1.460 2.314
H 3.097 1.987 -6.493
H 0.038 2.662 -3.617
H -1.083 3.510 1.783
H 3.949 0.174 -5.034
H 0.871 0.485 4.104
H 0.634 -3.209 4.154
H 2.109 0.513 1.391
H 4.171 -2.620 -1.723
H 0.304 -1.317 2.589
H -2.827 -3.481 0.627
H 1.061 3.263 -5.713
H -4.286 -1.808 0.427
H -6.754 1.455 1.670
H -2.541 2.020 1.282
H 0.283 -3.268 -3.535
H -2.544 -5.343 2.232
*
```

Computed properties:
Orbital gap = 6.73 eV
E = -308800.210 eV
Energy relative to the best compared isomer or geometry (same formula, charge and spin) = 1.187 eV
Strongest force on any atom = 2.51 eV/Å


The following is a quantum chemistry calculation of a 2-piece molecular cluster, C6H17N2 overall in a non-equilibrium geometry, from OMol25.

ORCA input file:
```
! RIJCOSX wB97M-V def2-TZVPD def2/J DEFGRID3
* xyz 1 1
N -1.254 1.130 1.247
N -2.296 -3.466 -1.581
C -1.078 1.287 -0.193
C -1.785 -0.178 1.638
C 3.491 0.806 0.345
C 1.251 0.601 -0.900
C -0.139 0.334 -0.823
C 2.060 0.354 0.496
H -1.146 -1.032 1.365
H 4.070 0.463 1.186
H 3.508 1.886 0.274
H -2.070 1.209 -0.641
H -1.959 -0.244 2.701
H 1.790 -0.028 -1.601
H -0.782 2.325 -0.372
H -2.737 -0.338 1.124
H -3.040 -3.675 -2.235
H -0.541 -0.418 -1.508
H -1.454 -3.897 -1.941
H 1.477 1.647 -1.153
H -0.421 1.356 1.772
H 3.986 0.356 -0.521
H 1.903 -0.698 0.725
H 1.521 0.909 1.259
H -2.176 -2.461 -1.577
*
```

Computed properties:
Orbital gap = 5.93 eV
E = -9468.337 eV
Energy relative to the best compared isomer or geometry (same formula, charge and spin) = 3.698 eV
Strongest force on any atom = 2.15 eV/Å


The following is a quantum chemistry calculation of a single C25H33N3O5S molecule, from OMol25.

ORCA input file:
```
! RIJCOSX wB97M-V def2-TZVPD def2/J DEFGRID3
* xyz 0 1
S 0.100 -3.125 1.054
O -1.707 -6.704 -1.884
O 0.686 -4.314 0.506
O 3.350 -2.011 3.462
O -1.136 2.527 -2.778
O -0.886 -3.272 2.089
N 1.302 -2.166 1.747
N -1.301 -3.931 -1.584
N -0.456 1.553 -0.832
C 4.388 -1.986 4.410
C -1.343 5.692 0.606
C -0.947 -5.973 -2.812
C -1.596 -6.131 -0.598
C -1.138 -0.306 -2.287
C -0.405 3.947 -0.984
C 2.838 -2.256 -0.121
C -0.521 -2.069 -0.251
C 4.978 -2.059 1.635
C -2.073 -4.678 -0.607
C 5.200 -2.140 0.268
C -2.371 7.906 0.244
C 4.137 -2.240 -0.606
C -2.442 7.520 1.720
C -2.408 5.998 1.669
C -1.419 -4.515 -2.902
C -1.560 4.331 -0.053
C -0.656 0.193 -1.077
C -1.077 -2.585 -1.429
C -0.701 2.617 -1.653
C -1.346 -1.657 -2.450
C -0.342 -0.713 -0.069
C 3.687 -2.081 2.133
C 2.602 -2.178 1.241
C -1.420 6.875 -0.384
H -0.431 7.307 -0.538
H 0.529 3.893 -0.421
H 5.007 -1.089 4.305
H 1.266 -2.190 2.756
H 0.075 -0.374 0.867
H -0.092 1.760 0.088
H -1.565 7.895 2.250
H -1.794 6.548 -1.353
H -3.363 7.819 -0.201
H -1.964 -4.245 0.383
H 3.897 -1.972 5.382
H 0.113 -5.981 -2.518
H -0.778 -3.979 -3.603
H -2.459 -4.493 -3.262
H -1.756 -2.004 -3.385
H -2.218 -6.735 0.063
H -3.334 7.907 2.211
H -2.173 5.546 2.631
H -2.025 8.928 0.098
H 2.000 -2.344 -0.792
H -3.377 5.619 1.338
H -2.488 4.350 -0.627
H -1.068 -6.475 -3.774
H -3.137 -4.654 -0.896
H 4.310 -2.307 -1.669
H 5.020 -2.876 4.337
H -1.366 0.380 -3.086
H -0.553 -6.154 -0.257
H 6.213 -2.126 -0.104
H -0.360 5.690 1.088
H 5.823 -1.987 2.302
H -0.299 4.699 -1.765
H -1.669 3.573 0.728
*
```

Computed properties:
Orbital gap = 8.17 eV
E = -52003.278 eV
Energy relative to the best compared isomer or geometry (same formula, charge and spin) = 2.736 eV
Structure (SMILES) = COc1ccccc1NS(=O)(=O)c1cc(NC(=O)CCC2CCCC2)ccc1N1CCOCC1
Strongest force on any atom = 0.92 eV/Å


no.,LUMO (Eh)
1,-0.348
2,-0.228
3,-0.260
4,0.016